Entry 1
{
  "formula": "CH3N3O2",
  "method": "ωB97M-V/def2-TZVPD",
  "e_homo_ev": -10.810,
  "lumo_energy_ev": 0.8,
  "smiles": "N=C=O.N#N.O",
  "symbols": ["N", "C", "O", "H", "N", "N", "O", "H", "H"],
  "positions_angstrom": [[1.93594, -1.08662, 0.68613], [3.08570, -0.89865, 0.60577], [4.21412, -0.95296, 0.45372], [1.00848, -0.81181, 0.81109], [-2.01605, -1.24394, -0.12397], [-1.90633, -0.18311, 0.11534], [-0.18241, 1.10426, -0.83616], [-0.41386, 1.02799, -1.73907], [-0.98327, 1.55806, -0.36082]]
}

***

Entry 2
{
  "formula": "CH3N3O2",
  "method": "ωB97M-V/def2-TZVPD",
  "e_homo_ev": -9.422,
  "lumo_energy_ev": 0.8,
  "smiles": "C=[N+]([O-])O.N#N",
  "symbols": ["C", "N", "O", "O", "H", "H", "H", "N", "N"],
  "positions_angstrom": [[-1.27150, -0.29245, -0.32593], [-0.57459, 0.29746, 0.57818], [-0.29709, -0.12213, 1.67880], [0.07807, 1.52233, 0.16121], [-1.03185, -0.07083, -1.31608], [-1.47378, -1.33140, -0.19271], [0.43860, 1.93256, 0.97313], [2.59494, -1.09227, -0.89004], [1.53719, -0.84326, -0.66655]]
}

***

It is entry 1 that is the most stable of them.

***

Entry 1
{
  "formula": "C8H15N",
  "method": "ωB97M-V/def2-TZVPD",
  "e_homo_ev": [-8.434, -7.165],
  "lumo_energy_ev": [-0.1, -0.4],
  "symbols": ["C", "C", "C", "C", "C", "C", "C", "C", "N", "H", "H", "H", "H", "H", "H", "H", "H", "H", "H", "H", "H", "H", "H", "H"],
  "positions_angstrom": [[-0.07717, -0.95022, 0.61634], [-0.58891, -1.45671, 1.97695], [-0.95213, -1.41331, -0.48454], [1.37881, -1.36600, 0.38520], [0.82004, 2.66464, -0.84114], [-0.14350, 1.51085, -0.66210], [-0.11908, 0.64829, 0.75691], [-0.66927, 0.84872, -1.81896], [-1.07139, 1.54235, 0.44270], [0.41337, 0.87104, 1.69064], [1.73454, -1.01339, -0.58452], [-0.58640, -2.54786, 2.00897], [0.05511, -1.09637, 2.78200], [-1.60284, -1.10116, 2.16268], [-0.64397, -2.32220, -0.99407], [-0.90250, -0.54489, -1.33687], [-2.01898, -1.38709, -0.27217], [2.02999, -0.94520, 1.15361], [1.47939, -2.45277, 0.41662], [1.77720, 2.31627, -1.24090], [1.00498, 3.15406, 0.11558], [0.41763, 3.40502, -1.53501], [-1.70689, 1.02240, -2.07594], [-0.02803, 0.61355, -2.66198]]
}

***

Entry 2
{
  "formula": "C8H15N",
  "method": "ωB97M-V/def2-TZVPD",
  "e_homo_ev": -9.146,
  "lumo_energy_ev": 1.0,
  "smiles": "[H]/N=C(\\C(C)=C/C)C(C)C",
  "symbols": ["H", "N", "C", "C", "C", "C", "C", "C", "C", "C", "H", "H", "H", "H", "H", "H", "H", "H", "H", "H", "H", "H", "H", "H"],
  "positions_angstrom": [[-0.20392, 1.32517, -2.38985], [0.45091, 1.44156, -1.61565], [0.20280, 0.73059, -0.60236], [-0.95671, -0.20279, -0.51412], [-2.20359, 0.37254, 0.09452], [-0.91760, -1.42995, -1.01895], [0.26632, -2.06945, -1.66471], [1.12304, 0.87582, 0.58846], [1.54348, -0.47045, 1.17599], [0.46807, 1.74795, 1.66291], [-2.13271, 0.37815, 1.18252], [-3.07648, -0.21249, -0.18763], [-2.34552, 1.39920, -0.23051], [-1.80647, -2.05109, -0.96949], [-0.00948, -2.47977, -2.63716], [0.62724, -2.89680, -1.05126], [1.07385, -1.35399, -1.80337], [2.00967, 1.40774, 0.21988], [2.14769, -0.31497, 2.06649], [2.13300, -1.03553, 0.45676], [0.66857, -1.05721, 1.44257], [0.05606, 2.65100, 1.21987], [1.20938, 2.03562, 2.40655], [-0.32759, 1.20915, 2.16853]]
}

***

It is entry 2 that is the most stable of them.

***

Entry 1
{
  "formula": "C2H7NO3S",
  "method": "ωB97M-V/def2-TZVPD",
  "e_homo_ev": -9.857,
  "lumo_energy_ev": 0.9,
  "symbols": ["C", "C", "N", "O", "O", "O", "S", "H", "H", "H", "H", "H", "H", "H"],
  "positions_angstrom": [[-2.26456, 1.43623, 1.05613], [1.58582, -0.84195, -0.87705], [1.66953, -2.15744, -1.50862], [0.41817, 1.95070, 0.52246], [-1.33775, 0.46452, 1.47600], [0.57135, -0.62640, 0.14054], [0.26742, 0.71209, 1.23043], [-2.79266, 1.09360, 0.16483], [-1.74095, 2.36974, 0.82739], [-2.97456, 1.59810, 1.86904], [2.56235, -0.64855, -0.41657], [1.41686, -0.10859, -1.67589], [0.80311, -2.36211, -1.99570], [1.81587, -2.87994, -0.81300]]
}

***

Entry 2
{
  "formula": "C2H7NO3S",
  "method": "ωB97M-V/def2-TZVPD",
  "e_homo_ev": -10.653,
  "lumo_energy_ev": 0.5,
  "smiles": "CCOS(N)(=O)=O",
  "symbols": ["C", "C", "O", "S", "N", "O", "O", "H", "H", "H", "H", "H", "H", "H"],
  "positions_angstrom": [[-1.21855, 0.35927, -1.52412], [0.13973, 0.69399, -1.01698], [0.54836, -0.47276, -0.16324], [0.09548, -0.31211, 1.37759], [1.51325, -0.94520, 2.00839], [-0.04726, 1.13987, 1.58854], [-1.02018, -1.28144, 1.59381], [-1.48613, 1.12788, -2.28213], [-1.19356, -0.50678, -2.35570], [-2.01751, 0.43191, -0.66117], [0.14748, 1.69066, -0.58033], [0.89842, 0.54612, -1.76422], [2.24766, -0.40326, 1.70343], [1.39280, -2.06818, 2.07614]]
}

***

It is entry 1 that is the most stable of them.

***

Entry 1
{
  "formula": "C5H3F3",
  "method": "ωB97M-V/def2-TZVPD",
  "e_homo_ev": -8.832,
  "lumo_energy_ev": 0.9,
  "smiles": "FC1=CC(F)=C(F)C1",
  "symbols": ["F", "C", "C", "C", "F", "C", "F", "C", "H", "H", "H"],
  "positions_angstrom": [[-2.34483, -0.89699, 0.18038], [-1.09199, -0.45895, -0.04769], [-0.37506, -0.54225, -1.14091], [0.93101, 0.08182, -0.86731], [1.88935, 0.15275, -1.79309], [0.98276, 0.53719, 0.37402], [1.96813, 1.14091, 1.00822], [-0.34176, 0.22396, 1.07298], [-0.68030, -0.97034, -2.13524], [-0.79690, 1.18786, 1.43501], [-0.14042, -0.45596, 1.91363]]
}

***

Entry 2
{
  "formula": "C5H3F3",
  "method": "ωB97M-V/def2-TZVPD",
  "e_homo_ev": -9.532,
  "lumo_energy_ev": 0.5,
  "smiles": "C#CC(CF)=C(F)F",
  "symbols": ["C", "C", "C", "C", "F", "C", "F", "F", "H", "H", "H"],
  "positions_angstrom": [[-2.17662, -0.78999, -0.12065], [-1.04106, -0.59218, -0.06412], [0.24287, -0.03368, -0.09543], [0.23106, 1.35201, 0.21120], [1.62517, 1.74826, -0.10781], [1.22718, -0.99344, -0.10370], [1.22211, -2.34705, 0.19896], [2.57963, -0.88976, -0.21033], [-3.28817, -0.99776, -0.56938], [-0.43512, 2.06428, -0.43941], [-0.18706, 1.47932, 1.30066]]
}

***

It is entry 1 that is the most stable of them.